Entry 1:
A 2-piece molecular cluster, C3H5N3 overall in a non-equilibrium geometry, computed with ωB97M-V/def2-TZVPD.

Results
- Frontier orbital gap: 9.0 eV
- Energy above the lowest of the compared OMol25 structures with the same formula, charge and spin: 388.2 kJ/mol
- HOMO: -0.3096 Ha
- Energy: -7658.432 eV

Bonds (Å) are listed after each position.
Element x y z (Å)
1 C -1.74121 -0.54190 0.00619  C2 1.466, H7 1.095, H8 1.094, H9 1.093
2 C -0.28736 -0.37104 -0.07864  C1 1.466, N3 1.183
3 N 0.77591 -0.87724 -0.18953  C2 1.183, N4 1.244
4 N 1.96982 -1.10796 -0.45353  N3 1.244, H10 1.020
5 N 2.07188 1.60757 0.00392  C6 1.157
6 C 0.95080 1.88608 0.06993  N5 1.157, H11 1.069
7 H -2.17456 0.16405 0.72160  C1 1.095
8 H -2.16053 -0.30910 -0.97733  C1 1.094
9 H -2.02411 -1.56026 0.28355  C1 1.093
10 H 2.49081 -1.19123 0.41983  N4 1.020
11 H -0.04294 2.27178 0.14915  C6 1.069

***

Entry 2:
One molecule with the formula C3H5N3 in a non-equilibrium geometry, computed with ωB97M-V/def2-TZVPD.

Results
- SMILES: Nc1cc[nH]n1
- Frontier orbital gap: 9.4 eV
- Energy above the lowest of the compared OMol25 structures with the same formula, charge and spin: 235.5 kJ/mol
- HOMO: -0.3064 Ha
- Energy: -7660.015 eV

Bonds (Å) are listed after each position.
Element x y z (Å)
1 N -2.03414 -0.43006 0.23573  C2 1.388, H7 1.010, H8 1.015
2 C -0.67031 -0.19255 0.14069  N1 1.388, C3 1.458, N6 1.320
3 C -0.01017 1.08285 -0.11006  C2 1.458, C4 1.392, H9 1.116
4 C 1.29967 0.65455 -0.30850  C3 1.392, N5 1.328, H10 1.081
5 N 1.39031 -0.65197 -0.09019  C4 1.328, N6 1.365, H11 1.004
6 N 0.17105 -1.20865 0.16818  C2 1.320, N5 1.365
7 H -2.59770 0.28531 -0.20181  N1 1.010
8 H -2.29832 -1.35724 -0.08144  N1 1.015
9 H 0.41066 1.69152 0.72550  C3 1.116
10 H 2.11682 1.30141 -0.59563  C4 1.081
11 H 2.22213 -1.17519 0.11753  N5 1.004

***

Entry 3:
A 2-piece molecular cluster, C3H5N3 overall in a non-equilibrium geometry, computed with ωB97M-V/def2-TZVPD.

Results
- SMILES: [H]/N=C(\C#N)N=C.[H][H]
- Frontier orbital gap: 10.5 eV
- Energy above the lowest of the compared OMol25 structures with the same formula, charge and spin: 259.9 kJ/mol
- HOMO: -0.4031 Ha
- Energy: -7659.762 eV

Bonds (Å) are listed after each position.
Element x y z (Å)
1 H 2.06675 0.76079 -0.07172  N2 1.017
2 N 1.21119 0.21997 -0.17250  H1 1.017, C3 1.273
3 C 0.24225 0.72369 0.48149  N2 1.273, C4 1.453, N6 1.392
4 C 0.33742 1.96429 1.23245  C3 1.453, N5 1.155
5 N 0.45700 2.96717 1.79191  C4 1.155
6 N -0.98457 0.08049 0.61944  C3 1.392, C7 1.266
7 C -1.44562 -0.52195 -0.39381  N6 1.266, H8 1.086, H9 1.093
8 H -2.33628 -1.12899 -0.26333  C7 1.086
9 H -1.04071 -0.39980 -1.40141  C7 1.093
10 H 0.59891 -2.70233 -0.99339  H11 0.762
11 H 0.91299 -2.02672 -0.83143  H10 0.762

***

Entry 4:
One molecule with the formula C3H5N3O in a non-equilibrium geometry, computed with ωB97M-V/def2-TZVPD.

Results
- SMILES: [H]/N=N/[C@@]1(O)N=C1C
- Frontier orbital gap: 9.6 eV
- Energy above the lowest of the compared OMol25 structures with the same formula, charge and spin: 392.4 kJ/mol
- HOMO: -0.3409 Ha
- Energy: -9706.517 eV

Bonds (Å) are listed after each position.
Element x y z (Å)
1 H 0.52710 -3.04329 -0.63153  N2 1.029
2 N 0.25562 -2.06791 -0.44632  H1 1.029, N3 1.257
3 N 1.23592 -1.40481 -0.02299  N2 1.257, C4 1.410
4 C 1.03170 -0.01646 0.11058  N3 1.410, O5 1.407, N6 1.503, C7 1.495
5 O 2.04198 0.71733 0.76008  C4 1.407, H9 0.973
6 N 0.51177 0.72639 -1.08784  C4 1.503, C7 1.258
7 C -0.32321 0.55356 -0.16294  C4 1.495, N6 1.258, C8 1.439
8 C -1.67600 0.79588 0.26439  C7 1.439, H10 1.094, H11 1.095, H12 1.095
9 H 2.53926 1.18512 0.06729  O5 0.973
10 H -2.25941 1.31990 -0.49783  C8 1.094
11 H -2.18583 -0.15296 0.46128  C8 1.095
12 H -1.69889 1.38722 1.18583  C8 1.095

***

Entry 5:
A 2-piece molecular cluster, C3H5N3O overall in a non-equilibrium geometry, computed with ωB97M-V/def2-TZVPD.

Results
- Frontier orbital gap: 8.9 eV
- Energy above the lowest of the compared OMol25 structures with the same formula, charge and spin: 436.4 kJ/mol
- HOMO: -0.3138 Ha
- Energy: -9706.061 eV

Bonds (Å) are listed after each position.
Element x y z (Å)
1 N 0.68033 -0.77961 2.25922  C2 1.345, H8 1.013, H9 1.019
2 C 0.88999 0.34085 1.54519  N1 1.345, N3 1.162
3 N 1.03305 1.32561 0.94510  C2 1.162
4 C -0.55815 1.23509 -1.07705  O5 1.309, C6 1.470
5 O 0.42351 1.54651 -1.88523  C4 1.309, H10 0.971
6 C -0.90978 -0.18836 -1.18147  C4 1.470, N7 1.279, H11 1.103
7 N -0.85670 -1.08927 -0.27475  C6 1.279, H12 1.019
8 H 1.53562 -1.28176 2.46373  N1 1.013
9 H -0.00591 -1.34953 1.76589  N1 1.019
10 H 0.54949 2.50750 -1.82603  O5 0.971
11 H -1.43853 -0.34209 -2.13704  C6 1.103
12 H -1.34293 -1.92494 -0.59755  N7 1.019

***

Entry 6:
A 2-piece molecular cluster, C3H5N3O overall, computed with ωB97M-V/def2-TZVPD.

Results
- Frontier orbital gap: 9.7 eV
- Energy above the lowest of the compared OMol25 structures with the same formula, charge and spin: 487.9 kJ/mol
- HOMO: -0.3200 Ha
- Energy: -9705.527 eV

Bonds (Å) are listed after each position.
Element x y z (Å)
1 O 1.28704 0.63633 -1.78146  C2 1.401, H8 0.971
2 C 1.55363 0.84435 -0.42156  O1 1.401, C3 1.482, H9 1.097, H10 1.095
3 C 0.62271 0.06191 0.42619  C2 1.482, N4 1.194
4 N 0.24267 -0.95106 0.93083  C3 1.194, N5 1.281
5 N -0.85285 -1.59780 1.07918  N4 1.281, H11 1.018
6 C -2.07390 -0.12853 0.13036  N7 1.176, H12 1.071
7 N -1.34683 0.67232 -0.33034  C6 1.176
8 H 0.34705 0.84668 -1.90050  O1 0.971
9 H 1.47794 1.90440 -0.14814  C2 1.097
10 H 2.57665 0.51063 -0.22006  C2 1.095
11 H -0.82312 -2.19115 1.90614  N5 1.018
12 H -3.01099 -0.60807 0.32937  C6 1.071